# 1
A molecular structure, C32H78AlIN7O3P2 in a non-equilibrium geometry, computed with ωB97M-V/def2-TZVPD.

Output
Charge   -1
Total energy   -3097.84246 Eh
HOMO-LUMO gap   6.6169 eV

Last column: Löwdin charge in e.
Atoms and positions in Å:
H: 3.8944 -5.9448 -3.1507  0.0923
C: -6.1145 0.6930 -4.7490  -0.1468
H: 1.5371 -0.5208 -0.2354  0.0751
N: -5.8783 2.2686 -2.0053  -0.3137
H: 0.1135 -2.3259 -4.1373  0.1026
H: 0.2537 -2.1275 1.1033  0.0975
H: 4.2653 2.7249 4.7059  0.0841
H: 1.8266 4.0574 7.2510  0.0693
H: 1.8123 -3.8335 -4.2875  0.0954
C: 1.3393 -4.6870 -3.8035  -0.1986
H: 3.6776 -4.5117 3.1740  0.0219
H: -2.8835 0.9776 -4.0315  0.0716
C: 2.0248 -5.1296 -2.5060  -0.2415
H: -1.5419 -2.8476 -4.0511  0.0906
H: 2.6895 1.2771 -2.7461  0.0787
H: -5.5326 4.3551 -1.9959  0.0767
H: 3.5439 0.8200 -1.4313  0.0700
H: -2.3852 -2.7530 4.9523  0.0616
C: 4.1784 0.0604 -3.1905  -0.5535
O: -0.6518 4.3916 4.5061  -0.3011
C: 1.8124 5.4559 2.1276  -0.1432
H: -7.9441 2.0989 -2.4271  0.0777
H: 1.3293 -2.5239 -1.3583  0.0685
H: -6.3554 0.5011 0.5456  0.0691
N: -6.2236 -0.1338 -1.4716  -0.3438
H: -3.6525 -0.4686 -4.7025  0.0832
H: -4.2239 3.4024 -2.6604  0.0776
H: -0.2519 -2.5005 3.9749  0.0980
C: 3.6947 -4.6956 2.1014  -0.6374
H: 3.8946 -5.3456 -1.5082  0.0670
H: 0.0505 0.2077 -0.9231  0.1134
O: 3.4580 -0.5627 -3.9601  0.0277
C: -3.7517 0.6152 -4.5742  -0.1345
H: 5.3508 -4.6207 0.1065  0.0286
H: -5.0773 -0.6835 0.2149  0.0739
C: 4.0938 -3.3832 1.3895  -0.4003
H: -7.0470 1.1119 -4.3651  0.0670
N: 2.2807 3.1961 4.2389  -0.3064
H: -7.5113 1.8675 -0.7189  0.0681
Al: 4.6564 -2.5069 -1.3613  0.3666
P: 0.8108 4.0478 4.3623  0.7054
H: 3.0938 6.4811 5.7389  0.0797
H: -0.9030 5.3780 2.0830  0.0803
H: -1.4070 0.4193 1.4057  0.1093
C: 5.2154 -3.5549 0.3193  -0.2450
C: 3.5766 3.5703 4.7621  -0.1098
N: 3.6262 1.0954 -2.4059  0.1195
H: -3.0478 -1.3176 4.1081  0.0680
C: 2.0991 6.4482 5.2680  -0.1322
N: 1.4665 5.1738 5.4881  -0.3504
H: -0.1084 4.3570 0.8619  0.0803
H: 1.3584 1.7194 3.0412  0.0459
C: -7.2665 2.4150 -1.6276  -0.1136
H: -7.4895 3.4608 -1.4036  0.0809
H: -0.9433 3.6097 2.2036  0.0664
P: -4.9835 0.8269 -2.1673  0.6901
H: 3.2055 -2.9937 0.8865  0.0121
H: -8.2687 -0.5756 -1.6826  0.0797
C: 0.5088 -0.7192 -0.5643  -0.2253
H: -3.7241 1.0862 -5.5610  0.0782
H: 7.0439 -1.5563 -2.0286  0.0368
H: 1.3990 -5.5252 -4.5070  0.1007
H: 1.5061 7.2683 5.6930  0.0827
C: -5.3089 3.4749 -2.6042  -0.1259
H: -1.0542 0.2128 3.6953  0.0930
C: 0.6305 -1.7532 -1.6855  -0.2181
H: 4.3874 -5.4997 1.8763  0.0253
H: 5.8944 -0.7651 -4.0452  0.1037
H: 3.3408 -1.6411 -0.9599  -0.0098
H: -1.5161 -1.6506 -2.0077  0.0905
N: -4.9913 0.9812 -3.8874  -0.3161
N: 0.9260 4.4614 2.6860  -0.3168
H: -0.9479 -3.2261 -1.4547  0.1032
H: 3.5395 3.8423 5.8159  0.0691
H: 1.4337 6.4762 2.2782  0.0797
H: -5.6955 3.6370 -3.6148  0.0819
H: 1.9176 5.3033 1.0494  0.0824
H: 6.1539 -3.1676 0.7308  0.0325
H: 1.7402 -6.1798 -2.3556  0.1025
H: -1.4850 -2.4087 2.6346  0.0974
H: -1.2066 -1.5967 0.3077  0.1003
H: -0.5386 -4.9746 -2.7329  0.1017
C: 5.6538 -0.2438 -3.1179  -0.2187
C: -0.4417 -0.5200 3.1567  -0.2115
C: -0.7068 -2.3842 -2.1101  -0.1953
H: 2.8242 5.3797 2.5295  0.0670
H: 0.5719 -0.4160 3.5480  0.0938
H: -7.3585 -0.7210 -3.1690  0.0450
C: -6.0986 -0.3901 -0.0468  -0.1277
C: 2.3481 2.1265 3.2380  -0.1093
H: 2.2512 6.6860 4.2205  0.0463
H: 0.1582 4.6260 7.0513  0.0720
C: -1.0308 -1.9135 3.4890  -0.2460
C: -0.5725 -2.9330 -3.5434  -0.2044
C: -0.4925 -0.1163 1.6703  -0.2048
C: 3.5628 -5.1035 -2.5260  -0.2900
H: -1.8138 -1.1304 5.3631  0.0639
H: 6.2548 0.6744 -3.1402  0.0945
I: 1.7314 -5.4051 1.5733  0.7100
H: 1.0828 -1.2668 -2.5532  0.0985
C: -7.2920 -0.8709 -2.0964  -0.1287
C: 4.2167 -3.7604 -2.9127  -0.2377
H: 3.6742 -3.2163 -3.6887  0.0218
H: 1.6318 -4.6023 -1.6331  0.0554
H: 2.7635 2.4922 2.2953  0.0906
H: 1.4196 5.7557 7.5178  0.0771
C: -0.3236 4.4588 1.9293  -0.1423
H: 2.9621 1.2964 3.5945  0.0854
H: 4.3776 -2.6352 2.1340  0.0908
H: -6.2391 -0.3846 -4.9176  0.0811
H: 4.0216 4.3947 4.1968  0.0783
H: 6.1557 -0.4266 -1.0377  0.0369
H: -7.1791 -1.9501 -1.9372  0.0854
H: 5.2007 -4.0067 -3.3433  0.0431
C: 1.2076 4.8919 6.8879  -0.1367
H: -5.9678 1.1604 -5.7276  0.0789
C: -0.1793 -4.4235 -3.6047  -0.2015
H: -0.6744 -4.8322 -4.4916  0.0907
C: -0.2294 -1.2508 0.6665  -0.2142
O: -3.8250 -0.1240 -2.0660  -0.2853
C: -2.1540 -1.7669 4.5436  -0.1275
H: 0.3116 0.6157 1.5155  0.0802
H: -6.7548 -1.1983 0.2745  0.0797
C: 6.0532 -1.1095 -1.8949  -0.2543



# 2
A gas-phase ion, C9H11N2S2 (charge +1) in a non-equilibrium geometry, computed with ωB97M-V/def2-TZVPD.

Output
Structure (SMILES)   CC(C)(C#N)[N+]1(C(=S)S)C=CC=C1
Charge   +1
Total energy   -1255.02401 Eh
Energy above the lowest of the compared OMol25 structures with the same formula, charge and spin   371.38 kJ/mol
HOMO-LUMO gap   8.0763 eV

Last column: Löwdin charge in e.
Atoms and positions in Å:
H: -3.7351 1.0749 -1.3184  -0.1359
C: -2.3155 0.0703 -0.0662  -1.0105
H: 2.1648 -1.8514 0.0663  0.1204
H: 0.3761 -2.0251 -2.0794  0.1307
N: -0.6372 0.0725 0.4459  -0.1895
S: -2.7613 1.5705 -0.7230  0.9386
C: 0.3347 1.9990 1.2345  0.0172
H: 0.8142 2.9784 1.2575  0.1401
H: -0.9839 -0.7783 2.4473  0.1226
H: -1.1050 -0.8964 -2.1823  0.0985
C: -0.0095 1.3488 0.1040  -0.1129
C: 0.0536 -1.0420 -0.3088  -0.4875
H: 0.1513 1.3081 3.3417  0.1326
C: -0.6882 0.0623 1.8960  -0.0649
C: -0.0969 1.1644 2.3111  -0.0210
H: 2.1745 -0.2655 -0.3025  0.1133
S: -3.2044 -1.1978 0.4036  0.8912
H: 1.5236 -0.5325 1.2638  0.1250
H: 0.0984 1.5631 -0.9711  0.1364
C: -0.0605 -1.0319 -1.8067  0.0041
C: -0.5779 -2.1683 0.4340  -0.2637
C: 1.4807 -0.9912 0.2091  -0.0165
N: -0.9619 -3.0758 1.0272  0.2079
H: 0.4889 -0.1697 -2.3203  0.1237



# 3
C6H11NO in the gas phase in a non-equilibrium geometry, computed with ωB97M-V/def2-TZVPD.

Output
Structure (SMILES)   [H]/N=C(CC)\C(O)=C\C
Charge   0
Total energy   -365.18635 Eh
Energy above the lowest of the compared OMol25 structures with the same formula, charge and spin   118.46 kJ/mol
HOMO-LUMO gap   9.5988 eV

Last column: Löwdin charge in e.
Atoms and positions in Å:
C: -2.9520 -0.2442 0.4640  -0.0936
H: 1.1747 0.9368 1.3045  0.1112
H: 3.2015 -0.9364 -0.0093  0.0703
H: 3.3285 0.8148 0.0544  0.0660
H: 1.0715 -0.8272 1.2833  0.1066
H: -1.0027 0.0318 1.4413  0.0946
N: 1.4476 0.3098 -1.6872  0.1713
C: -1.4648 -0.0388 0.4726  -0.0885
H: 0.9253 0.2740 -2.5611  0.0631
H: -3.2367 -1.0789 -0.1806  0.0815
H: -2.2423 0.1939 -1.8291  0.0938
C: 1.4366 0.0431 0.7338  -0.2054
C: -0.7340 0.1448 -0.6408  -0.2983
O: -1.2812 0.1815 -1.8976  0.0479
C: 0.7360 0.1829 -0.6556  -0.3127
H: -3.4747 0.6481 0.1091  0.0810
C: 2.9465 -0.0575 0.5764  -0.1282
H: 3.4249 -0.1195 1.5524  0.0670
H: -3.3047 -0.4589 1.4695  0.0722



# 4
2 unconnected molecules or ions with the total composition C4H12 in a non-equilibrium geometry, computed with ωB97M-V/def2-TZVPD.

Output
Expectation value of S²   0.753
Charge   +1
Total energy   -159.14124 Eh
Multiplicity   2
Energy above the lowest of the compared OMol25 structures with the same formula, charge and spin   75.09 kJ/mol
HOMO-LUMO gap (alpha / beta)   11.4902 / 3.4693 eV

Last column: Löwdin charge in e.
Atoms and positions in Å:
C: -1.6243 0.0191 1.0655  -0.1756
C: -2.1369 -1.1349 0.1716  -0.1329
H: 0.7757 -0.2681 -1.3044  0.1029
H: 1.1353 1.4029 -1.6483  0.2401
H: -1.5415 -1.1552 -0.7054  0.0278
H: -2.1288 -2.0703 0.7151  0.0707
H: -3.1551 -0.8597 -0.1126  0.0782
H: 3.2716 0.9399 -0.0863  0.1287
C: 1.6276 0.4213 -1.2250  -0.0367
C: 2.2602 0.5406 0.0379  -0.0249
H: -1.3256 0.8734 0.4551  0.0469
H: 2.2244 0.2328 -2.1656  0.1816
H: -0.8036 -0.2211 1.7724  0.0618
H: 2.0825 -0.4052 0.5856  0.1514
H: -2.3153 0.3461 1.8480  0.0705
H: 1.6539 1.3382 0.5964  0.2096



# 5
3 unconnected molecules or ions with the total composition C16H24ClN2O2 in a non-equilibrium geometry, computed with ωB97M-V/def2-TZVPD.

Output
Charge   -1
Total energy   -1343.95465 Eh
Energy above the lowest of the compared OMol25 structures with the same formula, charge and spin   812.50 kJ/mol
HOMO-LUMO gap   5.4823 eV

Last column: Löwdin charge in e.
Atoms and positions in Å:
H: -1.0014 -4.3341 1.3376  0.1163
H: -2.9414 -1.3371 3.6186  0.0463
C: -0.7044 -0.9371 -0.0784  -0.0262
H: 3.5466 -3.8391 -4.4144  0.1418
C: -1.7494 -2.5651 2.0866  -0.0754
H: -1.5574 0.5859 0.8716  -0.0482
H: 3.5026 3.6359 1.6646  0.1081
C: 0.9966 -2.2241 -2.2804  -0.0063
C: 2.6776 -4.6861 -4.3334  -0.0744
C: 2.9256 4.3479 0.9326  -0.1667
H: -2.7524 3.9829 2.2346  0.0341
C: 0.3106 -3.0471 -1.2244  -0.1303
C: 0.6506 4.7329 0.2936  -0.2383
C: 1.5616 -2.8491 -3.3924  -0.1256
C: -2.3804 -0.5941 3.1606  -0.0811
O: -0.8264 4.9059 1.9006  -0.1223
Cl: -3.6154 1.7009 0.5296  -0.5157
C: 1.1306 -5.0691 -2.4294  -0.0957
C: -0.6114 4.4649 0.6496  -0.3728
C: -2.2474 4.9449 2.2146  -0.0669
H: -0.3604 -0.3171 -0.8814  0.0835
H: -2.6984 5.5199 1.5756  0.0037
H: -2.9234 0.4959 3.0206  0.1087
H: 2.2806 -5.1871 -5.2094  0.0730
H: -1.9984 -3.0541 2.8176  0.0150
H: 1.1486 -6.0891 -2.3014  0.0839
H: -0.6374 3.3539 0.5636  0.1490
H: 3.2416 -5.4091 -3.8074  0.0463
C: -1.2374 -0.3561 1.0176  -0.1381
O: 1.5816 4.0699 1.2436  -0.1719
C: -1.0164 -3.1711 1.1336  -0.0197
H: -2.5004 5.4559 3.3276  0.1411
H: 1.7746 -2.2091 -4.0184  0.0251
H: 0.9026 -1.2691 -2.3834  0.0161
H: -1.4974 -0.4261 3.7486  0.0707
C: -0.5044 -2.4361 -0.1504  -0.1070
N: 1.6466 -4.1661 -3.4644  -0.1530
N: -1.8234 -1.1531 1.9666  -0.1438
H: 0.9216 5.7309 0.3096  0.1030
H: 3.2696 5.2929 1.3356  0.0608
H: 3.3416 4.1609 -0.1174  0.0985
H: 0.0346 -5.2231 -0.6684  0.0987
H: 0.8056 4.2979 -0.8224  0.1823
C: 0.5226 -4.5841 -1.4244  -0.0623
H: -1.1894 4.8519 -0.1514  0.1356



# 6
2 unconnected molecules or ions with the total composition C12H17N in a non-equilibrium geometry, computed with ωB97M-V/def2-TZVPD.

Output
Structure (SMILES)   Cc1c[nH]c2ccccc12.CCC
Charge   0
Total energy   -522.20031 Eh
Energy above the lowest of the compared OMol25 structures with the same formula, charge and spin   52.41 kJ/mol
HOMO-LUMO gap   8.7134 eV

Last column: Löwdin charge in e.
Atoms and positions in Å:
H: 1.1075 1.6983 -0.6510  0.0743
C: -0.3246 -1.2193 0.5025  -0.2128
C: -0.4445 -2.5693 -1.3434  -0.2354
C: -0.6095 -0.1585 1.3742  -0.0360
H: -1.1382 -2.6691 -3.3601  0.0779
H: -0.1967 -4.0618 -2.8316  0.0686
C: 0.7622 -2.7376 -0.7327  -0.0643
C: -2.6142 0.1975 0.0571  -0.1006
H: -1.7776 -3.9840 -2.2162  0.0804
C: 1.9467 3.0760 0.7829  -0.3112
C: 2.0218 1.7908 -0.0609  -0.1280
C: -2.3676 -0.9005 -0.7370  -0.0222
H: 2.9039 3.2049 1.2922  0.0961
C: -1.7777 0.5377 1.1306  -0.1111
H: -0.1324 2.7135 1.2821  0.0493
H: -3.0395 -1.1858 -1.5376  0.1087
H: 1.5954 -1.9336 1.0396  0.1482
H: 0.9139 2.3499 2.5428  0.0659
H: 0.5726 4.0970 2.1019  0.0696
C: -0.9533 -3.3409 -2.5272  -0.0478
H: -3.5420 0.7417 -0.0732  0.0972
H: 2.1533 0.8660 0.5029  0.0524
H: 1.5517 -3.3851 -1.0797  0.1204
H: -2.1019 1.2836 1.8420  0.0991
H: 0.2124 0.2057 1.9759  0.0929
C: -1.1159 -1.5293 -0.6188  -0.1415
H: 2.8443 1.8557 -0.7730  0.0647
N: 0.8726 -1.8888 0.3431  0.0716
C: 0.7823 3.0879 1.7518  -0.1249
H: 1.8951 3.8575 0.0206  0.0982